[1]
A 18-piece molecular cluster, C36H72Br36 overall in a non-equilibrium geometry. Source: the OMol25 dataset; level of theory: ωB97M-V/def2-TZVPD.

Cartesian coordinates (Å):
1 Br -4.362 1.283 2.781
2 C -4.750 0.028 4.265
3 C -4.929 -1.368 3.676
4 Br -5.113 -2.639 5.166
5 H -5.643 0.317 4.825
6 H -3.894 0.053 4.911
7 H -4.068 -1.676 3.117
8 H -5.769 -1.480 2.970
9 Br -3.601 2.609 6.690
10 C -2.110 3.546 5.782
11 C -0.950 2.599 5.814
12 Br 0.592 3.520 4.977
13 H -1.988 4.475 6.363
14 H -2.460 3.634 4.787
15 H -1.138 1.804 5.131
16 H -0.620 2.293 6.796
17 Br -1.843 7.115 -1.634
18 C -0.184 7.897 -0.892
19 C -0.362 7.512 0.646
20 Br 1.082 8.301 1.670
21 H -0.197 8.929 -1.234
22 H 0.543 7.385 -1.471
23 H -0.283 6.444 0.685
24 H -1.335 7.911 0.994
25 Br -1.309 -0.923 4.016
26 C -0.437 -1.496 5.626
27 C 0.245 -2.791 5.476
28 Br 1.159 -3.228 7.125
29 H -1.219 -1.586 6.374
30 H 0.155 -0.601 5.810
31 H 0.893 -2.770 4.655
32 H -0.477 -3.584 5.265
33 Br -7.275 -2.317 0.460
34 C -6.833 -0.541 -0.532
35 C -7.836 0.562 -0.267
36 Br -7.547 1.970 -1.654
37 H -7.016 -1.013 -1.547
38 H -5.859 -0.335 -0.159
39 H -7.574 1.129 0.638
40 H -8.782 0.140 -0.177
41 Br -8.027 -3.371 -4.469
42 C -6.166 -3.832 -4.368
43 C -5.327 -2.858 -5.286
44 Br -3.434 -3.405 -5.332
45 H -5.954 -4.847 -4.819
46 H -5.757 -3.839 -3.359
47 H -5.354 -1.764 -5.063
48 H -5.552 -3.055 -6.338
49 Br 4.468 -5.357 -6.552
50 C 2.700 -4.490 -5.939
51 C 1.684 -5.140 -6.879
52 Br -0.161 -4.606 -6.559
53 H 2.820 -3.393 -5.974
54 H 2.576 -4.790 -4.894
55 H 1.742 -6.246 -6.808
56 H 1.765 -4.858 -7.946
57 Br 6.769 -2.620 2.386
58 C 5.537 -1.782 3.717
59 C 4.418 -1.148 2.997
60 Br 3.228 -0.257 4.238
61 H 6.246 -1.212 4.313
62 H 5.148 -2.488 4.448
63 H 3.914 -1.916 2.392
64 H 4.868 -0.392 2.332
65 Br 0.358 3.292 -2.382
66 C 0.827 3.998 -4.113
67 C 0.143 3.488 -5.336
68 Br -1.811 3.846 -5.281
69 H 1.894 3.872 -4.249
70 H 0.623 5.061 -4.046
71 H 0.163 2.374 -5.445
72 H 0.603 3.984 -6.239
73 Br -3.318 -3.159 -0.980
74 C -2.958 -4.724 0.086
75 C -1.677 -4.371 0.815
76 Br -1.195 -5.871 2.066
77 H -2.782 -5.629 -0.505
78 H -3.651 -4.884 0.916
79 H -1.741 -3.534 1.534
80 H -0.851 -4.261 0.168
81 Br 1.376 -3.120 1.737
82 C 2.322 -4.728 1.876
83 C 3.501 -4.746 2.746
84 Br 3.004 -4.521 4.636
85 H 2.583 -5.033 0.836
86 H 1.599 -5.524 2.244
87 H 4.148 -3.934 2.408
88 H 4.038 -5.685 2.707
89 Br -1.614 4.173 1.530
90 C -3.333 4.988 0.917
91 C -3.756 4.411 -0.393
92 Br -5.339 5.385 -1.096
93 H -3.030 6.051 0.820
94 H -4.034 4.795 1.725
95 H -4.140 3.443 -0.243
96 H -2.993 4.489 -1.145
97 Br 8.826 4.827 -2.341
98 C 7.104 4.088 -1.658
99 C 6.203 5.226 -1.153
100 Br 4.376 4.545 -0.647
101 H 7.268 3.379 -0.824
102 H 6.690 3.580 -2.534
103 H 5.911 6.016 -1.824
104 H 6.517 5.663 -0.214
105 Br 3.485 1.354 -4.366
106 C 3.587 0.786 -2.540
107 C 4.082 -0.594 -2.555
108 Br 4.589 -1.302 -0.785
109 H 2.623 0.753 -2.018
110 H 4.272 1.486 -2.088
111 H 4.962 -0.682 -3.212
112 H 3.324 -1.363 -2.882
113 Br 3.804 5.083 4.062
114 C 5.283 4.205 3.101
115 C 5.499 2.714 3.530
116 Br 7.110 2.023 2.648
117 H 6.223 4.686 3.416
118 H 5.187 4.237 1.982
119 H 4.800 2.058 3.144
120 H 5.647 2.378 4.552
121 Br 1.488 -3.814 -1.946
122 C 0.141 -5.171 -2.410
123 C 0.609 -6.386 -1.632
124 Br -0.669 -7.816 -1.538
125 H 0.042 -5.351 -3.466
126 H -0.829 -4.942 -2.024
127 H 0.780 -6.083 -0.604
128 H 1.531 -6.804 -2.048
129 Br 0.478 -0.476 -4.172
130 C -1.294 -0.834 -3.435
131 C -2.244 0.303 -3.349
132 Br -3.978 -0.309 -2.809
133 H -0.991 -1.233 -2.435
134 H -1.641 -1.668 -4.002
135 H -2.438 0.643 -4.334
136 H -1.965 1.119 -2.732
137 Br -1.258 -0.560 0.080
138 C 0.564 0.167 0.062
139 C 0.886 0.836 1.395
140 Br 2.496 1.991 1.149
141 H 0.597 0.920 -0.705
142 H 1.253 -0.651 -0.187
143 H 1.051 0.124 2.154
144 H 0.002 1.478 1.715

**HOMO**: -10.0730 eV
**Energy above the lowest of the compared OMol25 structures with the same formula, charge and spin**: 11.0 kcal per mole
**Lowest unoccupied orbital energy**: 0.02 eV
**Spin multiplicity**: 1
**Molecular weight**: 3381.52 g mol⁻¹
**HOMO-LUMO gap**: 10.10 eV
**E**: -94079.42986 a.u.
**Total charge**: 0

***

[2]
C36H72BrInNO16 as an isolated structure in a non-equilibrium geometry. Source: the OMol25 dataset; level of theory: ωB97M-V/def2-TZVPD.

Cartesian coordinates (Å):
1 C -2.558 -0.176 0.313
2 C -2.066 -1.320 -0.147
3 In -1.580 -3.515 -0.630
4 Br 0.972 -3.564 -1.422
5 C -1.826 -4.769 1.275
6 C -1.250 -6.265 1.126
7 N 0.194 -6.351 1.546
8 H -3.284 0.678 0.571
9 H -2.671 -4.142 -1.943
10 H -1.214 -4.270 2.132
11 H -2.941 -4.761 1.606
12 H -1.846 -6.950 1.859
13 H -1.386 -6.734 0.085
14 H 0.750 -6.897 0.873
15 H 0.585 -5.412 1.705
16 O -2.967 3.018 0.628
17 C -2.348 3.502 1.554
18 O -1.366 2.804 2.156
19 C -0.450 3.353 3.118
20 C -1.038 3.306 4.514
21 C -2.729 4.846 2.110
22 H -0.131 4.358 2.829
23 H 0.444 2.727 3.085
24 H -1.945 3.911 4.590
25 H -0.318 3.670 5.248
26 H -1.320 2.281 4.775
27 H -3.544 4.720 2.825
28 H -3.068 5.477 1.285
29 H -1.904 5.377 2.580
30 O 0.915 5.193 0.351
31 C 1.265 4.154 -0.179
32 O 2.548 3.975 -0.533
33 C 3.092 2.722 -0.975
34 C 2.881 2.533 -2.462
35 C 0.258 3.097 -0.534
36 H 2.695 1.892 -0.384
37 H 4.164 2.761 -0.767
38 H 1.820 2.501 -2.717
39 H 3.347 1.605 -2.802
40 H 3.314 3.369 -3.018
41 H -0.194 3.341 -1.498
42 H -0.517 3.086 0.234
43 H 0.669 2.090 -0.565
44 O 2.167 2.430 3.883
45 C 2.788 2.912 4.807
46 O 3.769 2.209 5.403
47 C 4.688 2.753 6.362
48 C 4.106 2.705 7.760
49 C 2.415 4.257 5.366
50 H 5.007 3.758 6.073
51 H 5.580 2.124 6.323
52 H 3.202 3.313 7.841
53 H 4.832 3.067 8.492
54 H 3.823 1.682 8.021
55 H 1.603 4.133 6.084
56 H 2.076 4.890 4.543
57 H 3.244 4.784 5.835
58 O -5.121 -4.037 -2.817
59 C -5.914 -3.614 -2.004
60 O -6.699 -4.466 -1.315
61 C -7.521 -4.089 -0.200
62 C -8.867 -3.576 -0.668
63 C -6.106 -2.135 -1.818
64 H -7.002 -3.379 0.449
65 H -7.670 -4.996 0.393
66 H -8.765 -2.674 -1.276
67 H -9.509 -3.345 0.186
68 H -9.365 -4.323 -1.292
69 H -6.805 -1.767 -2.571
70 H -5.140 -1.642 -1.952
71 H -6.454 -1.858 -0.825
72 O -8.839 -6.953 1.392
73 C -8.501 -7.989 0.860
74 O -7.220 -8.174 0.498
75 C -6.676 -9.424 0.047
76 C -6.891 -9.604 -1.442
77 C -9.517 -9.040 0.509
78 H -7.071 -10.258 0.634
79 H -5.604 -9.384 0.253
80 H -7.953 -9.637 -1.694
81 H -6.425 -10.529 -1.789
82 H -6.461 -8.764 -1.993
83 H -9.973 -8.790 -0.452
84 H -10.288 -9.046 1.282
85 H -9.112 -10.049 0.473
86 O -3.914 9.307 0.664
87 C -2.989 8.927 -0.025
88 O -2.060 8.101 0.486
89 C -1.045 7.440 -0.291
90 C 0.165 8.332 -0.473
91 C -2.811 9.446 -1.424
92 H -1.450 7.081 -1.241
93 H -0.753 6.552 0.274
94 H -0.084 9.242 -1.025
95 H 0.954 7.805 -1.014
96 H 0.555 8.648 0.498
97 H -2.285 10.401 -1.387
98 H -3.799 9.595 -1.865
99 H -2.283 8.760 -2.084
100 O 6.519 1.239 -2.880
101 C 6.667 0.484 -1.934
102 O 5.697 -0.380 -1.598
103 C 5.845 -1.437 -0.638
104 C 5.580 -0.936 0.767
105 C 7.893 0.574 -1.070
106 H 6.819 -1.924 -0.735
107 H 5.097 -2.192 -0.895
108 H 6.300 -0.168 1.062
109 H 5.637 -1.756 1.486
110 H 4.588 -0.481 0.829
111 H 7.746 1.355 -0.321
112 H 8.743 0.837 -1.703
113 H 8.156 -0.361 -0.581
114 O 8.795 -1.543 -3.615
115 C 8.260 -1.295 -4.677
116 O 7.801 -2.293 -5.453
117 C 6.984 -2.103 -6.617
118 C 7.836 -1.839 -7.842
119 C 8.186 0.117 -5.186
120 H 6.236 -1.324 -6.449
121 H 6.431 -3.035 -6.760
122 H 8.417 -0.920 -7.737
123 H 7.211 -1.752 -8.735
124 H 8.553 -2.651 -7.991
125 H 9.121 0.365 -5.692
126 H 8.050 0.784 -4.331
127 H 7.346 0.301 -5.852

**HOMO**: -4.7852 eV
**Lowest unoccupied orbital energy**: 1.79 eV
**Spin multiplicity**: 1
**Molecular weight**: 969.69 g mol⁻¹
**HOMO-LUMO gap**: 6.57 eV
**E**: -5437.61197 a.u.
**Total charge**: -1

***

[3]
A 18-piece molecular cluster, C36H72Cl36 overall in a non-equilibrium geometry. Source: the OMol25 dataset; level of theory: ωB97M-V/def2-TZVPD.

Cartesian coordinates (Å):
1 Cl -3.845 -4.332 4.138
2 C -2.952 -3.596 5.467
3 C -3.459 -3.999 6.826
4 Cl -5.124 -3.415 7.056
5 H -3.220 -2.512 5.480
6 H -1.858 -3.668 5.341
7 H -2.876 -3.660 7.638
8 H -3.518 -5.039 6.884
9 Cl -4.558 1.120 -5.425
10 C -5.786 0.629 -4.297
11 C -6.797 -0.322 -4.817
12 Cl -6.017 -1.822 -5.313
13 H -6.158 1.572 -3.853
14 H -5.311 0.187 -3.479
15 H -7.285 0.051 -5.739
16 H -7.616 -0.462 -4.124
17 Cl -3.331 5.803 2.805
18 C -1.932 5.161 1.870
19 C -1.342 4.039 2.618
20 Cl -2.469 2.729 2.914
21 H -1.136 5.951 1.821
22 H -2.272 4.852 0.867
23 H -1.093 4.413 3.667
24 H -0.498 3.680 1.987
25 Cl 6.619 1.316 2.563
26 C 5.011 1.949 2.566
27 C 5.002 3.421 2.314
28 Cl 5.902 4.323 3.610
29 H 4.407 1.717 3.429
30 H 4.452 1.493 1.738
31 H 4.038 3.849 2.470
32 H 5.447 3.734 1.350
33 Cl 4.292 -1.701 3.757
34 C 4.109 -2.849 5.020
35 C 2.627 -3.234 5.128
36 Cl 2.325 -4.463 3.841
37 H 4.463 -2.394 5.930
38 H 4.842 -3.703 4.863
39 H 2.065 -2.353 4.816
40 H 2.373 -3.707 6.096
41 Cl -0.961 -0.624 5.923
42 C -1.274 0.990 6.612
43 C -2.718 1.180 6.840
44 Cl -3.399 -0.210 7.831
45 H -0.919 1.790 5.929
46 H -0.791 1.050 7.593
47 H -3.297 1.058 5.892
48 H -2.991 2.143 7.322
49 Cl -0.152 -0.056 -4.064
50 C -1.316 -0.877 -5.133
51 C -0.650 -1.799 -6.178
52 Cl 0.253 -0.891 -7.473
53 H -1.915 -0.083 -5.566
54 H -1.934 -1.497 -4.478
55 H -1.466 -2.334 -6.740
56 H -0.011 -2.507 -5.711
57 Cl 5.173 0.046 -5.172
58 C 3.495 0.135 -5.595
59 C 2.828 1.321 -4.903
60 Cl 3.648 2.908 -5.410
61 H 2.971 -0.815 -5.330
62 H 3.410 0.132 -6.712
63 H 2.749 1.259 -3.847
64 H 1.824 1.354 -5.279
65 Cl 0.975 -2.876 -1.165
66 C 1.533 -4.189 -0.037
67 C 2.706 -4.895 -0.692
68 Cl 3.316 -6.250 0.222
69 H 0.649 -4.754 0.020
70 H 1.774 -3.784 0.924
71 H 3.516 -4.138 -0.850
72 H 2.398 -5.238 -1.665
73 Cl -3.793 -0.963 2.363
74 C -5.218 -0.373 1.345
75 C -5.869 0.855 2.047
76 Cl -7.078 1.622 1.083
77 H -6.004 -1.118 1.329
78 H -4.866 -0.212 0.342
79 H -5.081 1.533 2.324
80 H -6.332 0.487 2.952
81 Cl 1.008 6.832 -0.007
82 C 1.237 6.115 -1.648
83 C 2.352 5.081 -1.685
84 Cl 1.819 3.441 -1.170
85 H 1.596 7.019 -2.274
86 H 0.308 5.740 -2.029
87 H 3.311 5.315 -1.243
88 H 2.535 4.910 -2.777
89 Cl -2.123 3.070 -2.299
90 C -2.109 2.392 -0.682
91 C -1.765 0.950 -0.756
92 Cl -3.012 0.066 -1.675
93 H -3.096 2.525 -0.310
94 H -1.298 2.876 -0.152
95 H -1.768 0.615 0.291
96 H -0.787 0.810 -1.200
97 Cl 2.360 -4.899 -4.879
98 C 2.239 -6.658 -5.210
99 C 0.915 -7.206 -4.731
100 Cl 0.691 -7.315 -2.965
101 H 3.047 -7.149 -4.703
102 H 2.329 -6.807 -6.331
103 H 0.777 -8.150 -5.223
104 H 0.040 -6.592 -5.022
105 Cl -0.082 3.354 -5.418
106 C 0.233 4.251 -6.877
107 C -0.358 3.560 -8.109
108 Cl -2.106 3.392 -8.166
109 H 1.349 4.398 -7.064
110 H -0.267 5.202 -6.800
111 H 0.037 2.563 -8.187
112 H -0.168 4.282 -8.857
113 Cl -4.081 -3.334 -2.368
114 C -3.690 -3.596 -0.644
115 C -2.879 -4.902 -0.618
116 Cl -2.353 -5.315 1.044
117 H -4.619 -3.743 -0.036
118 H -3.118 -2.756 -0.316
119 H -2.026 -4.575 -1.156
120 H -3.453 -5.658 -1.142
121 Cl 1.146 1.596 1.460
122 C 0.991 0.030 2.365
123 C -0.064 -0.768 1.707
124 Cl -0.198 -2.390 2.484
125 H 0.720 0.282 3.415
126 H 1.922 -0.507 2.332
127 H 0.201 -0.943 0.649
128 H -0.967 -0.217 1.801
129 Cl 3.924 -1.158 0.580
130 C 4.232 -0.807 -1.127
131 C 5.162 0.319 -1.321
132 Cl 4.238 1.803 -1.211
133 H 3.260 -0.662 -1.529
134 H 4.550 -1.739 -1.526
135 H 5.702 0.314 -2.236
136 H 5.945 0.316 -0.509
137 Cl 2.228 1.834 5.585
138 C 2.871 3.542 5.448
139 C 2.885 4.244 6.777
140 Cl 4.324 3.719 7.654
141 H 2.234 4.076 4.742
142 H 3.910 3.579 5.039
143 H 2.043 3.976 7.368
144 H 3.017 5.322 6.729

**HOMO**: -10.3384 eV
**Energy above the lowest of the compared OMol25 structures with the same formula, charge and spin**: 16.6 kcal per mole
**Lowest unoccupied orbital energy**: 0.12 eV
**Spin multiplicity**: 1
**Molecular weight**: 1781.28 g mol⁻¹
**HOMO-LUMO gap**: 10.46 eV
**E**: -17981.83309 a.u.
**Total charge**: 0

***

Which value of HOMO-LUMO gap does entry 2 give?
6.57 eV